A molecular structure, C5H10O in a non-equilibrium geometry. Source: the OMol25 dataset; level of theory: ωB97M-V with the def2-TZVPD basis set.

```
16
Properties=species:S:1:pos:R:3:forces:R:3
C -1.900463 0.573887 0.078939 0.0 0.0 0.0
C -0.959190 -0.574452 -0.297362 0.0 0.0 0.0
C 0.305899 -0.596968 0.550331 0.1 0.4 -0.4
C 1.658505 -0.986842 -0.026621 0.2 0.5 -1.6
C 1.427641 0.398434 0.348863 -0.4 1.6 -1.6
O 1.474378 1.088641 -1.122210 -0.7 0.5 2.1
H -1.415169 1.548931 -0.068634 -0.1 -0.2 0.0
H -2.187311 0.515457 1.136682 0.0 0.0 -0.2
H -2.819725 0.561006 -0.519307 0.2 0.0 0.1
H -1.480324 -1.535107 -0.181710 0.1 0.2 0.0
H -0.686786 -0.517020 -1.360047 0.0 0.0 0.2
H 0.078589 -0.806843 1.609028 0.4 0.1 -0.4
H 2.366145 -1.690666 0.438749 -0.4 0.5 -0.4
H 1.657258 -0.346191 -1.200709 0.4 -3.4 1.7
H 1.886433 1.089757 1.046547 -0.2 -0.2 0.0
H 0.581424 1.363003 -1.397963 0.3 0.0 0.4
```
Forces are in eV/Å.

Values from the calculation:
ΔE to the lowest compared entry with this formula, charge and spin = 361.52 kJ/mol
HOMO level = -9.39 eV
frontier orbital gap = 10.4 eV

2 unconnected molecules or ions with the total composition C5H10O. Source: the OMol25 dataset; level of theory: ωB97M-V with the def2-TZVPD basis set.

```
16
Properties=species:S:1:pos:R:3:forces:R:3
C 2.361241 0.870667 1.403190 -0.1 -0.2 0.1
C 0.282602 0.423869 -0.535798 0.0 0.0 0.0
C -0.797176 1.476568 -0.258029 -0.1 0.0 0.0
C -0.067592 -0.912405 0.088692 0.0 0.0 0.1
O 0.426699 -1.272045 1.137184 -0.2 0.1 -0.3
C -1.071044 -1.771405 -0.649827 0.0 -0.1 0.0
H 2.753213 -0.167845 1.435080 0.0 0.2 0.0
H 1.614363 0.839268 2.225420 0.2 0.0 -0.1
H 1.246481 0.779203 -0.115112 -0.1 -0.1 -0.1
H 0.429277 0.308938 -1.617507 0.0 0.0 0.1
H -0.978905 1.575385 0.818306 0.0 0.0 -0.2
H -1.743628 1.219462 -0.747472 0.1 0.1 0.1
H -0.474422 2.451189 -0.635940 -0.1 -0.2 0.1
H -1.944090 -1.185680 -0.959252 0.2 -0.1 0.0
H -0.603608 -2.164241 -1.561510 -0.1 0.1 0.1
H -1.380864 -2.604695 -0.016583 0.0 0.1 -0.1
```
Forces are in eV/Å.

Values from the calculation:
ΔE to the lowest compared entry with this formula, charge and spin = 462.69 kJ/mol
HOMO level (alpha / beta) = -9.04 / -9.02 eV
frontier orbital gap (alpha / beta) = 8.6 / 8.6 eV

A single C5H10O molecule. Source: the OMol25 dataset; level of theory: ωB97M-V with the def2-TZVPD basis set.

```
16
Properties=species:S:1:pos:R:3:forces:R:3
C 0.343227 -1.560581 -0.516864 0.0 0.0 0.0
C 0.444589 -0.065176 -0.771002 -0.1 -0.1 0.0
C -0.805781 0.674219 -1.269401 -0.1 -0.2 -0.3
O -0.684462 1.670909 -0.246825 -0.1 0.2 0.0
C 0.364450 0.933181 0.409492 0.2 -0.1 0.3
C -0.083561 0.413448 1.761550 0.0 0.0 0.0
H 1.230118 -1.936249 0.006091 -0.1 0.0 -0.1
H 0.261177 -2.102395 -1.466078 0.0 0.1 0.1
H -0.536864 -1.813373 0.085788 0.1 0.1 -0.1
H 1.310968 0.146470 -1.401031 0.0 0.0 0.0
H -1.737515 0.098616 -1.167723 0.1 0.1 0.0
H -0.762487 1.107146 -2.275818 0.0 -0.1 0.1
H 1.257722 1.560917 0.527183 -0.1 -0.1 0.0
H -0.307275 1.257337 2.421549 0.0 -0.1 -0.1
H 0.697728 -0.194136 2.231650 -0.1 0.1 -0.1
H -0.992034 -0.190335 1.671438 0.1 0.1 0.0
```
Forces are in eV/Å.

Values from the calculation:
SMILES = C[C@@H]1OC[C@@H]1C
ΔE to the lowest compared entry with this formula, charge and spin = 104.09 kJ/mol
HOMO level = -9.52 eV
frontier orbital gap = 10.6 eV

A single C5H10O molecule in a non-equilibrium geometry. Source: the OMol25 dataset; level of theory: ωB97M-V with the def2-TZVPD basis set.

```
16
Properties=species:S:1:pos:R:3:forces:R:3
C 1.913389 -0.774760 -0.173864 0.6 -0.2 0.2
O 1.089828 0.332227 -0.281992 1.3 0.6 0.5
C 0.340029 0.741543 0.873952 0.4 -0.4 -0.2
C -0.999838 1.014660 0.285397 0.6 -0.7 -1.7
C -2.035731 -0.009383 0.009161 -0.9 -0.3 0.1
C -1.021896 -0.079956 -1.038446 -0.7 0.7 0.1
H 1.488358 -1.580158 0.451296 0.1 0.2 -0.1
H 2.074144 -1.176403 -1.184282 0.0 0.1 0.2
H 2.863679 -0.440242 0.239102 0.4 -0.5 0.1
H 0.341894 -0.053933 1.635652 0.0 0.0 -0.2
H 0.836719 1.629750 1.287898 -0.3 -0.1 0.1
H -1.242351 2.071062 0.107203 0.1 -0.6 -0.3
H -2.978504 0.390999 -0.317467 -0.6 0.1 0.5
H -2.075076 -0.860978 0.677655 -0.3 -0.1 0.0
H -0.475309 -1.040465 -1.160816 0.1 1.2 0.7
H -1.049309 0.447843 -1.978504 -0.7 0.0 0.0
```
Forces are in eV/Å.

Values from the calculation:
SMILES = COCC1CC1
ΔE to the lowest compared entry with this formula, charge and spin = 335.48 kJ/mol
HOMO level = -8.11 eV
frontier orbital gap = 9.3 eV

2 unconnected molecules or ions with the total composition C5H10O in a non-equilibrium geometry. Source: the OMol25 dataset; level of theory: ωB97M-V with the def2-TZVPD basis set.

```
16
Properties=species:S:1:pos:R:3:forces:R:3
C 0.490863 2.334205 1.313080 1.5 0.8 -1.6
C -0.293042 1.415793 0.713706 1.4 1.3 0.7
C 0.031494 0.076868 0.193037 -1.7 -1.9 2.8
C -0.435823 -1.019637 0.876214 2.1 0.4 -2.9
C -0.213293 -2.513397 0.445120 -2.1 4.2 -3.0
H 0.083336 3.291787 1.633554 -0.5 -0.3 0.0
H 1.608457 2.502095 1.177155 -1.2 -1.4 0.7
H -1.268544 1.809759 0.581611 -1.4 -0.4 0.2
H 0.496669 -0.011856 -0.735774 0.9 -0.3 -1.1
H -1.009234 -0.846541 1.728963 -0.8 0.2 1.5
H 0.375329 -2.478265 -0.465424 0.6 0.1 -0.1
H -1.203430 -2.781323 -0.028493 0.8 -0.9 1.6
H 0.348086 -2.982461 1.164846 0.4 -2.0 1.8
H 0.106941 1.165224 -2.740970 0.9 3.2 -0.3
H 0.827643 -0.222408 -3.102760 -0.5 1.2 0.1
O 0.054545 0.260150 -2.753866 -0.4 -4.3 -0.3
```
Forces are in eV/Å.

Values from the calculation:
SMILES = C=C/C=C/C.O
ΔE to the lowest compared entry with this formula, charge and spin = 283.98 kJ/mol
HOMO level = -8.99 eV
frontier orbital gap = 9.8 eV

A single C5H10O molecule in a non-equilibrium geometry. Source: the OMol25 dataset; level of theory: ωB97M-V with the def2-TZVPD basis set.

```
16
Properties=species:S:1:pos:R:3:forces:R:3
C -0.648499 -0.082863 0.376275 1.8 -1.0 0.7
C 0.894901 -0.420315 0.941800 -1.9 0.7 0.0
C -0.967931 -0.984167 -0.807046 -0.1 0.1 0.2
C -0.753967 1.374424 0.040241 1.5 0.7 -0.6
C 1.855095 -0.077728 -0.119920 -0.3 0.7 -1.3
O 2.094212 1.061467 -0.488187 0.5 -1.0 0.6
H -1.283714 -0.336025 1.228927 0.0 -0.1 -0.1
H 2.188787 -0.930487 -0.740766 0.4 0.0 0.1
H 1.030538 0.229804 1.805792 0.1 -0.1 0.1
H 0.944008 -1.472626 1.217795 0.0 0.0 0.0
H -0.753439 1.994568 0.933689 -0.2 0.1 0.1
H 0.199685 1.674123 -0.509576 -1.6 -0.2 0.4
H -0.370855 -0.709339 -1.674887 0.0 0.0 -0.1
H -0.774731 -2.029273 -0.572104 0.0 -0.1 0.0
H -2.019751 -0.885535 -1.074040 0.0 0.0 -0.1
H -1.634341 1.593970 -0.557995 -0.1 0.0 -0.1
```
Forces are in eV/Å.

Values from the calculation:
SMILES = CC(C)CC=O
ΔE to the lowest compared entry with this formula, charge and spin = 73.98 kJ/mol
HOMO level = -9.69 eV
frontier orbital gap = 10.6 eV

A single C5H10O molecule. Source: the OMol25 dataset; level of theory: ωB97M-V with the def2-TZVPD basis set.

```
16
Properties=species:S:1:pos:R:3:forces:R:3
C -0.935089 0.005433 -1.385644 0.0 0.1 0.0
C -0.052870 -0.032096 -0.161339 -0.2 -0.1 0.0
C 1.167139 -0.930499 -0.346442 -0.1 -0.1 0.1
C 0.252412 1.250088 0.606396 0.2 0.0 -0.1
C 0.146570 0.457350 1.916910 0.0 0.4 0.3
O -0.961907 -0.485528 0.991418 0.3 -0.3 -0.1
H -1.186070 -1.017657 -1.693561 0.0 0.2 0.0
H -1.855891 0.549278 -1.162401 0.1 -0.1 -0.1
H -0.416975 0.497715 -2.215365 -0.1 -0.1 0.1
H 1.932559 -0.721321 0.403525 -0.2 -0.1 -0.1
H 1.587169 -0.778947 -1.349712 -0.2 0.1 0.2
H 0.888289 -1.988026 -0.279365 0.0 0.1 0.0
H 1.254830 1.659021 0.453723 -0.1 -0.1 -0.2
H -0.496301 2.026659 0.363299 0.1 -0.2 0.2
H -0.520717 0.931058 2.646850 -0.2 0.0 -0.2
H -0.846517 -1.411354 1.248931 0.2 0.1 -0.2
```
Forces are in eV/Å.

Values from the calculation:
ΔE to the lowest compared entry with this formula, charge and spin = 413.66 kJ/mol
HOMO level = -7.21 eV
frontier orbital gap = 8.0 eV

A single C5H10O molecule in a non-equilibrium geometry. Source: the OMol25 dataset; level of theory: ωB97M-V with the def2-TZVPD basis set.

```
16
Properties=species:S:1:pos:R:3:forces:R:3
C -0.602177 0.362606 1.477647 -0.1 -0.3 0.9
O -1.177141 -0.933970 1.251248 0.1 0.7 0.1
C 0.840237 0.466504 0.993781 0.4 0.2 -0.3
C 1.184307 -0.281068 -0.320669 -2.3 0.8 0.6
C 0.259803 0.234472 -1.399306 -0.7 0.2 -0.7
C -0.615387 -0.527684 -2.060994 1.0 -0.3 0.8
H -1.227449 1.205998 1.159646 0.0 -0.4 -0.8
H -0.640813 0.522012 2.555805 0.4 -0.2 0.2
H -1.851127 -0.789148 0.592546 -0.3 -0.3 -0.4
H 1.534441 0.091552 1.748203 -0.1 0.1 0.2
H 1.017996 1.538742 0.858720 0.3 0.0 0.1
H 2.248040 -0.176158 -0.486359 0.1 -0.2 -0.4
H 0.805260 -1.290670 -0.166019 0.9 -0.4 0.0
H 0.101106 1.295894 -1.588958 0.8 0.2 0.2
H -1.274111 -0.135506 -2.819227 -0.2 -0.1 0.1
H -0.602985 -1.583572 -1.796058 -0.3 -0.1 -0.5
```
Forces are in eV/Å.

Values from the calculation:
SMILES = C=CCCCO
ΔE to the lowest compared entry with this formula, charge and spin = 137.72 kJ/mol
HOMO level = -9.63 eV
frontier orbital gap = 10.7 eV

The lowest ΔE to the lowest compared entry with this formula, charge and spin belongs to which entry?
number 6

Among the records above, which one has the highest ΔE to the lowest compared entry with this formula, charge and spin?
number 2

Which of these has the lowest ΔE to the lowest compared entry with this formula, charge and spin?
number 6